one:
{"formula": "C3H12N2O2", "method": "wB97M-V/def2-TZVPD", "species": ["C", "C", "C", "N", "N", "H", "H", "H", "H", "H", "H", "H", "H", "H", "H", "O", "H", "H", "O"], "coordinates": [[-0.98, -0.94, 1.29], [-0.94, 0.03, 0.17], [0.27, 0.64, -0.04], [0.43, 1.33, -1.24], [-1.77, -0.25, -0.91], [-0.61, -1.94, 1.07], [-2.00, -1.15, 1.59], [-0.35, -0.52, 2.09], [1.11, 0.45, 0.64], [0.95, 2.18, -1.28], [0.85, 0.44, -1.80], [-1.29, -0.90, -1.58], [-1.80, 0.64, -1.44], [1.78, 0.14, 3.32], [4.22, -0.01, 2.92], [0.91, 0.18, 2.91], [4.78, -0.49, 2.87], [0.57, -1.02, -3.49], [0.51, -0.70, -2.59]], "molar_mass_da": 108.1, "homo_energy_ev": -8.657}

***

two:
{"formula": "C3H12N2O2", "method": "wB97M-V/def2-TZVPD", "species": ["H", "N", "C", "N", "C", "C", "H", "H", "H", "H", "H", "H", "H", "O", "H", "H", "O", "H", "H"], "coordinates": [[0.36, 1.93, -2.66], [0.30, 1.14, -2.02], [-0.27, 1.42, -0.91], [0.03, 0.81, 0.26], [-1.08, 0.38, 1.13], [-0.52, -0.44, 2.28], [-1.02, 2.22, -0.80], [0.89, 0.27, 0.20], [-1.75, -0.22, 0.52], [-1.57, 1.28, 1.50], [-0.24, -1.44, 1.96], [-1.33, -0.61, 2.99], [0.27, 0.10, 2.80], [2.40, -0.53, -1.09], [1.98, 0.16, -1.63], [3.35, -0.37, -1.20], [-0.57, -2.17, -0.74], [-1.36, -2.12, -1.29], [0.13, -1.83, -1.31]], "molar_mass_da": 108.1, "smiles": "[H]/N=C/NCC.O.O", "homo_energy_ev": -9.076}

***

Name the least stable of them. one.

***

one:
{"formula": "C48H77AsBaF3N7O2S2Si4", "method": "wB97M-V/def2-TZVPD", "species": ["Ba", "C", "N", "C", "C", "C", "N", "C", "C", "H", "H", "H", "H", "H", "H", "H", "H", "H", "H", "H", "H", "H", "H", "H", "H", "C", "C", "C", "C", "C", "C", "C", "N", "C", "N", "C", "C", "C", "C", "C", "C", "C", "N", "C", "C", "C", "C", "C", "C", "C", "H", "H", "H", "H", "H", "H", "H", "H", "H", "H", "H", "H", "H", "H", "H", "H", "H", "H", "H", "H", "H", "H", "C", "Si", "C", "C", "C", "C", "C", "C", "N", "C", "S", "H", "H", "H", "H", "H", "H", "H", "H", "H", "H", "H", "H", "C", "Si", "C", "C", "As", "Si", "C", "C", "C", "Si", "C", "C", "C", "H", "H", "H", "H", "H", "H", "H", "H", "H", "H", "H", "H", "H", "H", "H", "H", "H", "H", "H", "H", "H", "H", "H", "H", "H", "H", "H", "S", "C", "N", "F", "C", "F", "F", "C", "O", "O"], "coordinates": [[-0.39, -0.23, 0.16], [0.92, -3.15, -3.11], [1.51, -2.14, -2.24], [2.22, -2.80, -1.16], [2.39, -1.29, -3.03], [3.13, -0.24, -2.21], [2.29, 0.68, -1.47], [1.48, 1.51, -2.35], [3.14, 1.53, -0.65], [1.70, -3.83, -3.50], [0.43, -2.68, -3.96], [0.19, -3.74, -2.55], [3.08, -3.38, -1.55], [1.54, -3.48, -0.64], [2.58, -2.08, -0.42], [1.81, -0.82, -3.83], [3.17, -1.91, -3.52], [3.78, 0.31, -2.91], [3.79, -0.74, -1.50], [2.10, 2.10, -3.06], [0.90, 2.22, -1.75], [0.77, 0.93, -2.94], [3.78, 2.18, -1.28], [3.76, 0.92, 0.00], [2.53, 2.16, 0.00], [-5.79, -4.44, -3.45], [-5.93, -4.53, -1.96], [-7.04, -5.14, -1.38], [-7.19, -5.21, 0.00], [-6.22, -4.63, 0.81], [-5.11, -4.01, 0.26], [-4.95, -3.98, -1.12], [-3.84, -3.37, -1.74], [-2.71, -2.87, -1.06], [-2.13, -3.84, -0.32], [-1.13, -3.87, 0.72], [-0.32, -2.77, 1.00], [0.61, -2.99, 2.03], [0.75, -4.19, 2.70], [-0.08, -5.25, 2.36], [-1.04, -5.11, 1.37], [-1.93, -6.28, 1.02], [-2.30, -1.65, -1.24], [-3.20, -0.80, -1.97], [-4.30, -0.25, -1.32], [-5.19, 0.56, -2.01], [-4.97, 0.84, -3.35], [-3.87, 0.30, -3.99], [-2.98, -0.54, -3.32], [-1.82, -1.16, -4.03], [-6.58, -5.00, -3.95], [-4.82, -4.84, -3.78], [-5.84, -3.41, -3.81], [-7.79, -5.57, -2.02], [-8.06, -5.69, 0.44], [-6.33, -4.63, 1.89], [-4.40, -3.51, 0.91], [-4.09, -2.78, -2.53], [-2.59, -4.72, -0.46], [1.29, -2.18, 2.31], [1.49, -4.31, 3.48], [0.00, -6.21, 2.88], [-1.69, -7.14, 1.65], [-1.82, -6.60, -0.02], [-2.99, -6.05, 1.18], [-4.46, -0.48, -0.27], [-6.04, 0.98, -1.49], [-5.63, 1.51, -3.89], [-3.67, 0.56, -5.03], [-1.85, -0.93, -5.10], [-1.81, -2.24, -3.91], [-0.87, -0.78, -3.64], [4.23, 2.86, 4.34], [4.23, 1.07, 4.88], [5.78, 0.88, 5.96], [2.79, 0.69, 6.00], [4.43, -0.15, 3.47], [5.55, -0.96, 3.37], [5.69, -1.87, 2.33], [4.67, -1.92, 1.40], [3.58, -1.16, 1.44], [3.42, -0.28, 2.45], [1.99, 0.68, 2.53], [4.32, 3.51, 5.21], [3.31, 3.09, 3.80], [5.07, 3.05, 3.67], [5.70, 1.55, 6.82], [6.69, 1.15, 5.41], [5.90, -0.14, 6.34], [2.85, 1.29, 6.92], [2.80, -0.37, 6.29], [1.84, 0.89, 5.50], [6.33, -0.88, 4.12], [6.56, -2.51, 2.24], [4.73, -2.61, 0.56], [-0.31, 6.82, 1.51], [0.38, 5.11, 1.13], [1.89, 5.36, 0.05], [0.92, 4.35, 2.74], [-1.11, 3.64, 0.03], [-1.64, 4.74, -2.00], [-3.14, 3.88, -2.69], [-0.19, 4.61, -3.17], [-1.99, 6.58, -1.83], [-3.06, 3.87, 1.35], [-3.78, 5.60, 1.53], [-2.68, 3.26, 3.07], [-4.38, 2.81, 0.58], [0.49, 7.39, 1.99], [-1.16, 6.78, 2.19], [-0.62, 7.35, 0.61], [2.55, 6.09, 0.53], [1.63, 5.73, -0.94], [2.45, 4.43, -0.07], [1.78, 4.92, 3.13], [1.24, 3.31, 2.62], [0.13, 4.38, 3.50], [-3.25, 2.87, -2.28], [-3.03, 3.75, -3.77], [-4.05, 4.44, -2.47], [0.03, 3.56, -3.39], [0.70, 5.11, -2.79], [-0.48, 5.08, -4.12], [-2.71, 6.82, -1.04], [-2.40, 6.92, -2.79], [-1.07, 7.15, -1.64], [-3.25, 6.18, 2.30], [-4.82, 5.48, 1.86], [-3.78, 6.18, 0.61], [-1.98, 3.91, 3.59], [-2.26, 2.25, 3.04], [-3.61, 3.22, 3.64], [-4.85, 3.29, -0.28], [-5.15, 2.59, 1.33], [-3.96, 1.86, 0.25], [-4.62, -1.35, 2.87], [-3.39, -0.54, 2.13], [-2.54, 0.05, 1.59], [-0.71, 0.98, -7.55], [-0.16, 1.46, -6.41], [0.59, 0.46, -5.91], [0.70, 2.44, -6.79], [-1.21, 2.02, -5.40], [-2.16, 2.63, -5.93], [-0.92, 1.80, -4.21]], "molar_mass_da": 1229.9, "total_charge": -2, "homo_energy_ev": -2.882}

***

two:
{"formula": "C48H77AsBaF3N7O2S2Si4", "method": "wB97M-V/def2-TZVPD", "species": ["Ba", "C", "N", "C", "C", "C", "N", "C", "C", "H", "H", "H", "H", "H", "H", "H", "H", "H", "H", "H", "H", "H", "H", "H", "H", "C", "C", "C", "C", "C", "C", "C", "N", "C", "N", "C", "C", "C", "C", "C", "C", "C", "N", "C", "C", "C", "C", "C", "C", "C", "H", "H", "H", "H", "H", "H", "H", "H", "H", "H", "H", "H", "H", "H", "H", "H", "H", "H", "H", "H", "H", "H", "C", "Si", "C", "C", "C", "C", "C", "C", "N", "C", "S", "H", "H", "H", "H", "H", "H", "H", "H", "H", "H", "H", "H", "C", "Si", "C", "C", "As", "Si", "C", "C", "C", "Si", "C", "C", "C", "H", "H", "H", "H", "H", "H", "H", "H", "H", "H", "H", "H", "H", "H", "H", "H", "H", "H", "H", "H", "H", "H", "H", "H", "H", "H", "H", "S", "C", "N", "F", "C", "F", "F", "C", "O", "O"], "coordinates": [[0.08, -0.48, -0.07], [3.89, 1.16, 0.16], [3.31, 0.12, 0.99], [3.82, -1.18, 0.57], [3.59, 0.31, 2.40], [2.68, 1.35, 3.06], [1.37, 0.82, 3.38], [0.39, 1.88, 3.51], [1.39, 0.00, 4.57], [5.00, 1.16, 0.21], [3.53, 2.14, 0.47], [3.59, 1.01, -0.88], [4.91, -1.27, 0.74], [3.62, -1.31, -0.49], [3.30, -1.96, 1.12], [4.65, 0.60, 2.56], [3.42, -0.65, 2.89], [2.54, 2.18, 2.37], [3.19, 1.74, 3.96], [0.57, 2.51, 4.39], [-0.60, 1.44, 3.59], [0.42, 2.50, 2.62], [1.77, 0.54, 5.46], [2.01, -0.88, 4.41], [0.38, -0.36, 4.78], [4.73, -2.89, -5.99], [3.54, -2.02, -6.31], [3.58, -1.18, -7.41], [2.49, -0.41, -7.78], [1.33, -0.49, -7.03], [1.27, -1.30, -5.91], [2.38, -2.05, -5.53], [2.28, -2.90, -4.43], [1.52, -2.48, -3.26], [0.69, -3.49, -2.93], [-0.32, -3.80, -1.99], [-0.73, -2.92, -0.98], [-1.80, -3.40, -0.21], [-2.38, -4.64, -0.37], [-1.91, -5.49, -1.36], [-0.90, -5.07, -2.21], [-0.46, -6.00, -3.32], [1.70, -1.34, -2.71], [2.73, -0.51, -3.14], [4.06, -0.93, -2.98], [5.12, -0.12, -3.35], [4.87, 1.13, -3.89], [3.56, 1.56, -4.04], [2.48, 0.76, -3.67], [1.10, 1.27, -3.89], [5.49, -2.77, -6.76], [4.44, -3.94, -5.96], [5.16, -2.61, -5.03], [4.50, -1.11, -7.98], [2.55, 0.23, -8.65], [0.46, 0.09, -7.31], [0.38, -1.35, -5.32], [3.15, -3.34, -4.17], [0.74, -4.20, -3.64], [-2.21, -2.76, 0.56], [-3.19, -4.96, 0.27], [-2.35, -6.48, -1.49], [-1.04, -6.91, -3.27], [0.60, -6.26, -3.22], [-0.62, -5.54, -4.30], [4.25, -1.90, -2.55], [6.14, -0.46, -3.22], [5.68, 1.77, -4.20], [3.36, 2.54, -4.43], [0.98, 2.23, -3.41], [0.37, 0.58, -3.48], [0.92, 1.40, -4.96], [-0.77, -5.38, 6.22], [0.23, -4.56, 4.79], [0.68, -6.01, 3.63], [1.74, -3.81, 5.69], [-0.86, -3.28, 3.96], [-2.19, -3.06, 4.25], [-2.89, -2.09, 3.54], [-2.20, -1.35, 2.60], [-0.93, -1.53, 2.30], [-0.26, -2.52, 2.92], [1.31, -2.88, 2.46], [-0.15, -6.11, 6.73], [-1.66, -5.89, 5.86], [-1.09, -4.65, 6.97], [1.21, -6.80, 4.16], [1.30, -5.66, 2.82], [-0.21, -6.45, 3.19], [2.26, -4.57, 6.28], [1.45, -3.01, 6.35], [2.45, -3.41, 4.97], [-2.68, -3.62, 5.02], [-3.94, -1.91, 3.71], [-2.70, -0.57, 2.03], [-3.69, 6.11, 2.11], [-2.15, 4.96, 1.82], [-1.03, 6.02, 0.69], [-1.33, 4.92, 3.56], [-2.38, 2.73, 1.05], [-3.44, 3.12, -1.04], [-4.56, 1.68, -1.62], [-2.05, 3.38, -2.32], [-4.62, 4.66, -1.15], [-4.23, 2.10, 2.41], [-5.64, 3.31, 2.97], [-3.56, 1.49, 4.11], [-5.22, 0.63, 1.65], [-3.38, 7.14, 2.21], [-4.22, 5.84, 3.02], [-4.40, 6.05, 1.29], [-1.04, 7.07, 0.95], [-1.31, 5.93, -0.35], [-0.01, 5.66, 0.78], [-1.55, 5.81, 4.15], [-0.26, 4.84, 3.45], [-1.67, 4.06, 4.12], [-4.12, 0.73, -1.33], [-4.64, 1.67, -2.70], [-5.56, 1.74, -1.20], [-1.45, 2.48, -2.36], [-1.39, 4.20, -2.04], [-2.42, 3.58, -3.32], [-5.39, 4.62, -0.39], [-5.13, 4.69, -2.11], [-4.08, 5.59, -1.04], [-5.31, 3.97, 3.76], [-6.51, 2.77, 3.35], [-5.99, 3.93, 2.15], [-3.18, 2.32, 4.70], [-2.74, 0.79, 3.98], [-4.32, 0.98, 4.71], [-6.10, 0.97, 1.13], [-5.53, -0.08, 2.41], [-4.61, 0.09, 0.93], [-2.31, -0.62, -4.41], [-1.96, -0.28, -2.88], [-1.72, 0.00, -1.77], [3.27, 4.84, -0.49], [2.14, 4.44, -1.12], [2.55, 3.94, -2.30], [1.49, 5.59, -1.42], [1.24, 3.43, -0.23], [1.20, 3.76, 0.95], [0.74, 2.51, -0.85]], "molar_mass_da": 1229.9, "total_charge": -2, "homo_energy_ev": -2.491}

***

Name the least stable of them. two.

***

one:
{"formula": "C4H15NSi2", "method": "wB97M-V/def2-TZVPD", "species": ["C", "C", "C", "C", "N", "Si", "Si", "H", "H", "H", "H", "H", "H", "H", "H", "H", "H", "H", "H", "H", "H", "H"], "coordinates": [[1.45, 0.72, -1.49], [-0.45, 1.83, -0.81], [0.33, -2.37, -0.82], [-0.96, 0.23, 2.82], [-0.02, 0.58, -1.38], [-0.85, -0.94, -1.19], [0.88, 0.07, 2.04], [1.96, -0.15, -1.97], [1.80, 1.60, -2.01], [1.83, 0.90, -0.42], [-0.61, 2.52, -1.58], [-1.42, 1.73, -0.16], [0.38, 2.27, -0.20], [1.37, -2.42, -1.18], [0.31, -2.72, 0.20], [-0.05, -3.27, -1.35], [-1.31, -0.76, 2.95], [-0.96, 0.60, 3.82], [-1.75, 0.72, 2.22], [-1.72, -0.83, -0.10], [-1.84, -1.39, -2.42], [1.62, 1.10, 3.04]], "molar_mass_da": 133.3, "homo_energy_ev": -8.384}

***

two:
{"formula": "C4H15NSi2", "method": "wB97M-V/def2-TZVPD", "species": ["C", "C", "C", "C", "N", "Si", "Si", "H", "H", "H", "H", "H", "H", "H", "H", "H", "H", "H", "H", "H", "H", "H"], "coordinates": [[-2.14, -0.15, -1.13], [-1.35, 1.83, 0.13], [2.53, 1.32, -0.35], [-0.87, -2.35, 1.12], [-1.26, 0.39, -0.18], [2.19, -0.43, 0.22], [-0.19, -0.47, 0.90], [-1.65, -0.45, -2.08], [-2.83, -1.15, -0.89], [-2.89, 0.57, -1.41], [-2.43, 2.17, 0.08], [-1.12, 1.92, 1.11], [-0.62, 2.30, -0.62], [3.63, 1.34, -0.28], [2.17, 1.68, -1.43], [2.24, 1.89, 0.44], [-0.84, -2.72, 0.10], [-0.37, -3.02, 1.80], [-1.94, -2.34, 1.38], [2.22, 0.08, 1.80], [3.78, -1.19, 0.28], [1.75, -1.21, -0.99]], "molar_mass_da": 133.3, "homo_energy_ev": -7.396}

***

three:
{"formula": "C4H15NSi2", "method": "wB97M-V/def2-TZVPD", "species": ["C", "C", "C", "C", "N", "Si", "Si", "H", "H", "H", "H", "H", "H", "H", "H", "H", "H", "H", "H", "H", "H", "H"], "coordinates": [[-2.31, 0.47, 1.96], [-2.88, 2.45, -0.28], [1.75, -1.60, -0.11], [4.09, -0.27, 1.18], [-0.72, 0.51, -0.52], [-2.25, 0.67, 0.07], [3.34, -0.57, -0.62], [-3.16, 1.02, 2.38], [-2.34, -0.62, 2.18], [-1.31, 0.84, 2.32], [-3.87, 2.50, -0.90], [-3.24, 2.77, 0.75], [-2.14, 3.06, -0.82], [1.72, -2.68, -0.36], [1.71, -1.37, 1.01], [0.96, -1.18, -0.65], [3.81, -0.90, 1.91], [5.19, -0.51, 1.31], [3.92, 0.74, 1.47], [-0.36, -0.10, -1.27], [-2.89, -0.47, -0.58], [-0.06, 1.28, -0.46]], "molar_mass_da": 133.3, "homo_energy_ev": -8.071}

***

four:
{"formula": "C4H15NSi2", "method": "wB97M-V/def2-TZVPD", "species": ["C", "C", "Si", "Si", "N", "C", "C", "H", "H", "H", "H", "H", "H", "H", "H", "H", "H", "H", "H", "H", "H", "H"], "coordinates": [[2.50, 1.25, -0.04], [1.27, 0.40, -0.41], [1.59, -1.49, -0.08], [-0.19, 0.91, 0.64], [-1.42, -0.23, 0.25], [-1.59, -0.70, -1.19], [-2.71, 0.04, 0.88], [2.71, 1.46, 1.09], [3.42, 0.73, -0.39], [2.56, 2.10, -0.67], [1.10, 0.73, -1.36], [0.49, -2.49, 0.41], [2.72, -1.62, 0.94], [2.33, -1.83, -1.24], [-0.40, 2.32, 0.60], [-0.07, 0.49, 2.08], [-0.64, -0.65, -1.83], [-2.21, -1.64, -1.11], [-2.25, 0.08, -1.65], [-3.05, 0.96, 0.39], [-3.43, -0.93, 0.72], [-2.73, 0.10, 1.97]], "molar_mass_da": 133.3, "smiles": "C[C@@H]([SiH3])[SiH2]N(C)C", "homo_energy_ev": -8.724}

***

Name the least stable of them. two.